1.
The molecule C3H4O2, computed with wB97M-V/def2-TZVPD.

Atoms and positions in Å:
O (-0.26, -0.15, -2.48)
O (-0.36, 1.20, -2.62)
C (-0.13, -0.43, 0.37)
C (-0.20, -0.48, -0.81)
C (0.01, -0.43, 1.77)
H (0.49, 1.59, -2.56)
H (0.35, -1.48, 2.14)
H (0.83, 0.31, 1.73)
H (-0.74, -0.11, 2.46)

Its molar mass is 72.063 g mol⁻¹. For the HOMO energy, the calculation gives -9.94 eV. The relative energy (zero: lowest compared OMol25 entry of this formula, charge and spin) comes out at 172.1 kcal/mol. The SMILES is CC#COO. The total energy is -7263.2240 eV. The calculation puts the frontier orbital gap at 10.36 eV. As for the largest force on an atom: 7.21 eV Å⁻¹.



2.
The molecule C4H10N2O, computed with wB97M-V/def2-TZVPD.

Atoms and positions in Å:
O (1.89, -0.96, -1.48)
N (-0.99, -0.06, 0.57)
N (-0.33, -1.09, -1.85)
C (0.78, -0.99, -0.95)
C (0.37, -0.67, 0.54)
C (-1.39, 1.35, 0.50)
C (1.49, 0.27, 1.11)
H (-2.21, 1.25, -0.19)
H (-1.50, -0.66, -0.05)
H (-1.83, 1.70, 1.54)
H (-0.61, 1.89, -0.23)
H (0.25, -1.58, 1.18)
H (-0.85, -0.25, -1.86)
H (1.40, 1.27, 1.06)
H (2.41, -0.06, 0.61)
H (1.46, 0.03, 2.27)
H (-0.35, -1.42, -2.78)

Its molar mass is 102.137 g mol⁻¹. For the HOMO energy, the calculation gives -8.63 eV. The relative energy (zero: lowest compared OMol25 entry of this formula, charge and spin) comes out at 73.4 kcal/mol. The SMILES is CN[C@H](C)C(N)=O. The total energy is -9335.8028 eV. The calculation puts the frontier orbital gap at 9.45 eV. As for the largest force on an atom: 5.89 eV Å⁻¹.



3.
A structure of composition C13H23F3NO4P2Pt, computed with wB97M-V/def2-TZVPD.

Atoms and positions in Å:
Pt (0.11, 0.44, 0.63)
P (2.18, -0.42, 0.76)
P (-1.91, 1.01, -0.15)
F (-0.83, -3.19, 4.07)
F (-1.12, -1.16, 4.85)
F (-2.81, -2.27, 3.98)
O (-1.40, -2.12, 1.43)
O (1.83, 2.65, -1.44)
O (-0.57, -0.27, 2.44)
O (0.11, 4.35, -0.27)
N (0.09, -0.71, -1.26)
C (-1.17, -1.96, -2.85)
C (3.48, 0.68, 1.34)
C (2.46, -0.63, -1.06)
C (-1.15, -1.44, 2.42)
C (2.29, -2.01, 1.59)
C (-1.10, -1.06, -1.77)
C (-2.34, -0.47, -1.15)
C (1.25, -1.20, -1.72)
C (-3.13, 1.20, 1.14)
C (1.24, -2.10, -2.79)
C (-1.48, -2.01, 3.86)
C (-1.90, 2.36, -1.31)
C (0.02, -2.49, -3.35)
H (-2.81, -1.20, -0.46)
H (-3.25, 0.27, 1.71)
H (0.00, -3.18, -4.20)
H (-3.06, -0.18, -1.93)
H (1.27, 3.44, -1.16)
H (3.49, 1.58, 0.71)
H (-4.09, 1.47, 0.69)
H (3.21, 0.92, 2.37)
H (-0.14, 5.28, -0.21)
H (-0.09, 3.91, 0.58)
H (1.42, -2.64, 1.36)
H (2.32, 2.97, -2.22)
H (2.19, -2.49, -3.13)
H (-2.14, -2.24, -3.25)
H (4.45, 0.16, 1.29)
H (3.21, -2.53, 1.27)
H (-2.77, 2.01, 1.79)
H (-1.08, 2.22, -2.02)
H (-1.73, 3.31, -0.78)
H (3.35, -1.25, -1.21)
H (-2.85, 2.36, -1.86)
H (2.62, 0.43, -1.38)
H (2.33, -1.82, 2.67)

Its charge is +3. Its molar mass is 571.350 g mol⁻¹. For the HOMO energy (spin up / spin down), the calculation gives -18.28 / -20.03 eV. The total energy is -53479.1628 eV. The calculation puts the frontier orbital gap (spin up / spin down) at 7.33 / 4.84 eV. As for the spin multiplicity: 5. As for the largest force on an atom: 2.77 eV Å⁻¹.



4.
A cluster of 2 separate species, C7H9NO3S in total, computed with wB97M-V/def2-TZVPD.

Atoms and positions in Å:
S (-1.48, 1.97, -1.88)
O (0.37, -0.99, 1.04)
O (1.36, 0.59, 2.28)
O (-1.94, -0.17, -0.43)
N (2.46, 1.60, -0.12)
C (-2.65, -0.62, 0.62)
C (-3.34, 0.38, 1.24)
C (1.44, 0.64, -0.18)
C (1.08, 0.02, -1.29)
C (-2.23, 1.10, -0.55)
C (1.02, 0.00, 1.11)
C (-3.03, 1.57, 0.47)
H (-3.26, 2.58, 0.75)
H (-0.77, 1.03, -2.24)
H (0.25, -0.77, -1.26)
H (2.40, 2.29, 0.67)
H (1.40, 0.45, -2.27)
H (1.02, 0.12, 3.05)
H (-3.92, 0.25, 2.06)
H (2.66, 1.98, -1.01)
H (-2.28, -1.59, 0.79)

Its molar mass is 187.220 g mol⁻¹. For the HOMO energy, the calculation gives -7.93 eV. The relative energy (zero: lowest compared OMol25 entry of this formula, charge and spin) comes out at 41.0 kcal/mol. The SMILES is C=C(N)C(=O)O.Sc1ccco1. The total energy is -25870.7000 eV. The calculation puts the frontier orbital gap at 8.58 eV. As for the largest force on an atom: 4.36 eV Å⁻¹.